This record from the Open Molecules 2025 dataset describes a single C25H24F3N3O3S molecule. The level of theory is the ωB97M-V functional and the def2-TZVPD basis.

Summary:
SMILES = O=C(c1cccc(S(=O)(=O)NCc2ccccc2)c1)N1CCN(c2cccc(C(F)(F)F)c2)CC1
Total energy = -2054.8717 hartree
ΔE to the lowest compared entry with this formula, charge and spin = 1.3 kJ/mol

CARTESIAN COORDINATES (ANGSTROEM)
O: 0.0610 -2.1100 2.0210
C: 0.0639 -1.0336 1.4530
C: 1.0975 0.0090 1.7518
C: 1.2183 0.5134 3.0425
C: 2.2015 1.4396 3.3467
C: 3.0976 1.8431 2.3697
C: 2.9930 1.3103 1.1013
S: 4.1566 1.7988 -0.1779
O: 5.0862 2.7269 0.3873
O: 3.3993 2.1679 -1.3381
N: 4.9975 0.4325 -0.6043
C: 5.7567 -0.2291 0.4378
C: 4.8955 -1.0773 1.3400
C: 4.8023 -0.8164 2.6997
C: 3.9558 -1.5627 3.5016
C: 3.1911 -2.5771 2.9535
C: 3.2895 -2.8552 1.6011
C: 4.1386 -2.1124 0.8016
C: 2.0006 0.4108 0.7754
N: -0.8459 -0.7166 0.5061
C: -0.9783 0.5738 -0.1353
C: -2.4475 0.8440 -0.4578
N: -2.9412 -0.1553 -1.3789
C: -3.9692 0.1022 -2.2431
C: -4.2301 -0.7364 -3.3385
C: -5.2671 -0.4730 -4.2081
C: -6.0816 0.6347 -4.0372
C: -5.8260 1.4720 -2.9625
C: -6.6846 2.6748 -2.7035
F: -7.5046 2.9792 -3.7171
F: -5.9565 3.7818 -2.4586
F: -7.4719 2.5122 -1.6187
C: -4.7977 1.2177 -2.0697
C: -2.3276 -1.4621 -1.2820
C: -1.8470 -1.7022 0.1433
H: 0.5301 0.1757 3.8026
H: 2.2744 1.8398 4.3462
H: 3.8806 2.5578 2.5669
H: 4.4398 -0.1815 -1.1763
H: 6.5285 -0.8397 -0.0433
H: 6.2419 0.5713 0.9989
H: 5.3940 -0.0212 3.1297
H: 3.8897 -1.3453 4.5573
H: 2.5139 -3.1461 3.5701
H: 2.6968 -3.6484 1.1721
H: 4.2191 -2.3387 -0.2535
H: 1.9434 0.0280 -0.2318
H: -0.3986 0.6049 -1.0664
H: -0.5983 1.3556 0.5256
H: -3.0302 0.8561 0.4750
H: -2.5196 1.8300 -0.9232
H: -3.6019 -1.5924 -3.5242
H: -5.4399 -1.1357 -5.0421
H: -6.8883 0.8459 -4.7194
H: -4.6621 1.8868 -1.2360
H: -3.0657 -2.2283 -1.5308
H: -1.4807 -1.5569 -1.9769
H: -1.3953 -2.6921 0.2424
H: -2.6970 -1.6513 0.8349

Results of the Mulliken charge analysis, in e, for atoms 1 through 8: -0.6736 -0.5998 0.5971 -0.4553 -0.9044 -0.3629 -0.0536 1.3700

This record from the Open Molecules 2025 dataset describes a molecular structure, C25H24FN4O6RuS3Te at a distorted geometry. The level of theory is the ωB97M-V functional and the def2-TZVPD basis.

Summary:
Multiplicity = 2
Charge = -2
⟨S²⟩ = 0.76
Total energy = -3295.0117 hartree
ΔE to the lowest compared entry with this formula, charge and spin = 49.9 kJ/mol

CARTESIAN COORDINATES (ANGSTROEM)
Ru: 0.0039 0.1134 -0.6808
O: -0.9857 0.3751 3.8893
C: 0.2525 0.1917 4.3619
C: 0.4204 0.0721 5.7476
C: 1.6786 -0.1139 6.2860
C: 2.7972 -0.1874 5.4578
C: 2.6301 -0.0723 4.0859
C: 1.3758 0.1210 3.5176
C: 1.1943 0.2243 2.0264
O: 0.0073 0.3630 1.5940
N: 2.2755 0.1629 1.3070
N: 2.0227 0.2729 -0.0704
C: 3.0835 0.1364 -0.7590
S: 3.1431 0.4293 -2.4840
C: 4.9407 0.6369 -2.4947
C: 5.5034 -0.4081 -1.5549
S: 4.6320 -0.2241 0.0206
H: -0.8824 0.4140 2.8858
H: -0.4618 0.1278 6.3763
H: 1.7908 -0.2025 7.3616
H: 3.7846 -0.3349 5.8778
H: 3.4765 -0.1291 3.4124
H: 5.1906 1.6428 -2.1494
H: 5.2814 0.5085 -3.5244
H: 6.5725 -0.2781 -1.3740
H: 5.3149 -1.4086 -1.9442
C: -0.5350 0.7957 -8.7536
C: -0.3191 0.3119 -7.3395
C: 0.8067 -0.4158 -6.9910
C: 0.9985 -0.9044 -5.6934
C: 2.2572 -1.6986 -5.4199
C: 0.0397 -0.6559 -4.6971
Te: 0.2388 -1.5068 -2.7351
C: -1.1122 0.0855 -5.0440
C: -2.1850 0.3942 -4.0397
C: -1.2655 0.5502 -6.3514
H: 0.3779 0.6970 -9.3460
H: -0.8412 1.8451 -8.7732
H: -1.3193 0.2192 -9.2546
H: 1.5648 -0.6173 -7.7455
H: 2.8036 -1.8774 -6.3514
H: 2.0317 -2.6579 -4.9528
H: 2.9089 -1.1692 -4.7260
H: -1.7738 0.9486 -3.1914
H: -2.6169 -0.5263 -3.6371
H: -2.9776 0.9929 -4.4979
H: -2.1574 1.1229 -6.5996
F: 1.8603 -6.0224 0.0307
C: 0.6065 -5.7206 -0.3479
C: -0.0514 -4.7082 0.1995
N: -1.3460 -4.3962 -0.1316
C: -2.0008 -3.2415 0.5070
C: -1.3053 -1.9421 0.1439
O: -0.0402 -1.9423 0.1397
O: -1.9896 -0.9314 -0.1016
C: -2.0250 -5.0975 -1.1098
O: -3.1710 -4.8854 -1.4416
N: -1.2859 -6.1309 -1.6693
C: -0.0097 -6.5653 -1.3571
O: 0.4733 -7.5468 -1.8817
H: 0.4176 -4.0582 0.9248
H: -1.9561 -3.3626 1.5909
H: -3.0320 -3.2149 0.1844
H: -1.7587 -6.6444 -2.3962
S: -0.3902 2.1280 -1.4633

Results of the Mulliken charge analysis, in e, for atoms 1 through 8: 0.5288 -0.7499 0.1715 -0.6992 -0.2352 -0.7912 -0.1972 0.1169